Entry 1:
A 2-piece molecular cluster, C4H8Br2Si overall in a non-equilibrium geometry. Source: the OMol25 dataset; level of theory: ωB97M-V with the def2-TZVPD basis set.

Each line ends with the Mulliken spin population.
Positions of all 15 atoms, in Å:
C1 -0.168 0.327 1.357  0.02
C2 -0.363 0.405 -0.215  0.85
C3 -1.145 1.133 0.498  0.74
C4 -0.441 -0.974 2.089  0.06
Si1 0.710 0.386 -1.794  0.08
Br1 -3.769 -0.853 -0.676  0.02
Br2 -2.684 2.241 0.337  0.11
H1 0.736 0.974 1.678  0.08
H2 -2.587 -0.837 0.245  0.00
H3 0.091 -0.917 3.045  0.00
H4 -0.185 -1.765 1.441  0.00
H5 -1.527 -0.999 2.312  -0.01
H6 1.951 1.027 -1.386  0.03
H7 -0.177 1.071 -2.888  0.00
H8 0.518 -1.076 -2.250  0.02

Spin multiplicity: 3
Gap between HOMO and LUMO (spin up / spin down) (hartree): 0.2245 / 0.2600
HOMO (spin up / spin down) (eV): -5.6 / -9.8
LUMO (spin up / spin down) (eV): 0.52 / -2.70
Energy above the lowest of the compared OMol25 structures with the same formula, charge and spin (eV): 4.241


Entry 2:
One molecule with the formula C4H9N3O in a non-equilibrium geometry. Source: the OMol25 dataset; level of theory: ωB97M-V with the def2-TZVPD basis set.

Each line ends with the Löwdin charge.
Positions of all 17 atoms, in Å:
C1 -2.957 -0.028 0.143  -0.09
N1 -1.650 0.098 -0.278  -0.24
O1 -1.141 1.414 -0.246  0.00
C2 -0.754 -0.900 -0.193  -0.25
N2 0.475 -0.963 -0.096  0.07
N3 1.217 0.345 -0.100  -0.11
C3 2.499 0.023 -0.663  -0.20
C4 2.421 0.275 0.730  -0.14
H1 -3.570 0.821 -0.165  0.09
H2 -3.266 -0.927 -0.401  0.08
H3 -3.002 -0.313 1.396  0.16
H4 -0.195 1.305 -0.096  0.03
H5 -1.184 -1.959 0.010  0.16
H6 2.813 -0.893 -1.208  0.12
H7 3.077 0.850 -1.193  0.12
H8 2.533 1.303 0.868  0.09
H9 2.682 -0.450 1.492  0.12

Spin multiplicity: 1
Gap between HOMO and LUMO (hartree): 0.3390
HOMO (eV): -8.2
LUMO (eV): 1.01
Energy above the lowest of the compared OMol25 structures with the same formula, charge and spin (eV): 6.429


Entry 3:
C5H6N as an isolated structure in a non-equilibrium geometry. Source: the OMol25 dataset; level of theory: ωB97M-V with the def2-TZVPD basis set.

Each line ends with the Löwdin charge.
Positions of all 12 atoms, in Å:
C1 0.250 -0.007 1.697  0.05
C2 -0.635 0.062 -1.215  -0.05
C3 0.254 1.142 -0.624  -0.05
C4 0.012 -0.882 -0.164  -0.05
C5 0.719 0.229 0.469  -0.03
N1 -0.676 -0.804 1.117  0.26
H1 0.266 0.409 2.694  0.16
H2 -1.754 0.065 -1.112  0.16
H3 -0.541 -0.196 -2.279  0.13
H4 1.202 1.197 -1.257  0.19
H5 0.020 2.104 -0.342  0.11
H6 0.885 -3.318 1.016  0.12

Spin multiplicity: 1
Gap between HOMO and LUMO (spin up / spin down) (hartree): 0.2830 / 0.3182
HOMO (spin up / spin down) (eV): -14.8 / -15.4
Charge: +1
LUMO (spin up / spin down) (eV): -7.13 / -6.78
Energy above the lowest of the compared OMol25 structures with the same formula, charge and spin (eV): 10.321


Entry 4:
A 2-piece molecular cluster, C5H11O2 overall in a non-equilibrium geometry. Source: the OMol25 dataset; level of theory: ωB97M-V with the def2-TZVPD basis set.

Each line ends with the Löwdin charge.
Positions of all 18 atoms, in Å:
C1 1.106 -1.142 0.315  -0.33
C2 1.152 -0.952 -1.201  -0.12
C3 2.135 -0.295 1.057  -0.14
H1 0.136 -0.855 0.704  0.08
H2 1.280 -2.157 0.674  0.08
H3 2.118 -1.306 -1.541  0.06
H4 0.978 0.105 -1.381  0.06
H5 3.169 -0.581 0.834  0.06
H6 2.032 0.776 0.885  0.07
H7 0.299 -1.420 -1.677  0.06
H8 2.044 -0.467 2.139  0.06
C4 -2.864 1.085 0.281  -0.06
C5 -1.647 1.295 -0.645  -0.80
O1 -1.829 1.066 -1.864  -0.11
O2 -0.592 1.680 -0.086  -0.11
H9 -3.124 2.048 0.743  0.05
H10 -2.666 0.360 1.065  0.04
H11 -3.727 0.761 -0.301  0.05

Spin multiplicity: 1
Gap between HOMO and LUMO (hartree): 0.2953
HOMO (eV): -4.0
Charge: -1
LUMO (eV): 4.08
Energy above the lowest of the compared OMol25 structures with the same formula, charge and spin (eV): 0.096


Entry 5:
One molecule with the formula C10H17FO2 in a non-equilibrium geometry. Source: the OMol25 dataset; level of theory: ωB97M-V with the def2-TZVPD basis set.

Each line ends with the Löwdin charge.
Positions of all 30 atoms, in Å:
C1 1.959 1.256 -2.703  -0.09
C2 2.173 1.633 -1.240  -0.19
C3 1.942 0.511 -0.098  -0.13
C4 0.519 0.092 0.113  -0.03
C5 -0.675 0.005 -0.518  -0.24
O1 -0.982 0.486 -1.746  -0.09
C6 -1.929 -0.244 -2.565  -0.03
O2 -1.879 -0.506 0.186  0.01
C7 -1.563 -1.034 1.425  -0.51
C8 -2.617 -0.602 2.424  -0.01
F1 -1.501 -2.435 1.293  0.02
C9 -0.048 -0.369 1.717  -0.16
C10 0.892 -1.142 2.555  -0.09
H1 0.978 1.013 -3.068  0.06
H2 2.598 0.555 -3.024  0.04
H3 2.212 2.031 -3.276  0.03
H4 1.729 2.579 -0.911  0.11
H5 3.234 1.845 -1.302  0.09
H6 2.323 1.015 0.813  0.12
H7 2.549 -0.309 -0.281  0.08
H8 -2.960 -0.181 -2.198  0.09
H9 -1.578 -1.270 -2.684  0.10
H10 -1.777 0.317 -3.500  0.09
H11 -2.992 0.431 2.132  0.10
H12 -2.319 -0.538 3.566  0.12
H13 -3.447 -1.440 2.396  0.12
H14 -0.243 0.626 2.078  0.12
H15 0.452 -2.228 2.752  0.12
H16 0.957 -0.733 3.508  0.03
H17 1.992 -1.365 2.154  0.12

Spin multiplicity: 1
Gap between HOMO and LUMO (hartree): 0.3384
HOMO (eV): -8.3
LUMO (eV): 0.94
Energy above the lowest of the compared OMol25 structures with the same formula, charge and spin (eV): 0.000


Entry 6:
A 6-piece molecular cluster, C41H36N8O12 overall in a non-equilibrium geometry. Source: the OMol25 dataset; level of theory: ωB97M-V with the def2-TZVPD basis set.

Each line ends with the Löwdin charge.
Positions of all 97 atoms, in Å:
C1 -0.260 -0.242 4.936  -0.11
C2 -0.820 -1.123 3.816  -0.26
C3 0.237 -1.647 2.856  -0.15
C4 0.725 -0.603 1.880  -0.24
C5 1.689 -0.979 0.902  -0.07
N1 2.169 -0.187 -0.007  0.14
C6 1.657 1.080 0.031  -0.22
C7 2.080 2.025 -0.927  0.00
C8 1.605 3.314 -0.941  0.01
C9 0.678 3.693 0.046  -0.29
O1 0.180 4.999 0.071  -0.07
N2 -1.167 4.965 -0.497  0.05
O2 -1.963 5.153 0.319  0.08
C10 0.247 2.805 0.998  0.06
C11 0.724 1.477 0.997  -0.19
N3 0.256 0.610 1.947  0.19
H1 -0.871 -0.348 5.829  0.07
H2 0.777 -0.468 5.171  0.07
H3 -0.311 0.805 4.653  0.06
H4 -1.324 -1.982 4.255  0.10
H5 -1.588 -0.574 3.279  0.10
H6 1.069 -2.090 3.397  0.12
H7 -0.250 -2.400 2.232  0.12
H8 2.041 -2.003 0.908  0.12
H9 2.800 1.728 -1.675  0.11
H10 1.911 4.043 -1.673  0.12
H11 -0.454 3.095 1.765  0.12
O3 -1.737 -5.419 4.105  0.07
N4 -1.183 -6.125 3.287  -0.35
O4 -0.158 -6.743 3.489  0.08
C12 -1.793 -6.228 1.952  -0.15
C13 -2.940 -5.503 1.682  0.00
C14 -3.501 -5.587 0.419  -0.06
C15 -2.914 -6.389 -0.550  -0.08
C16 -1.769 -7.117 -0.258  -0.07
C17 -1.200 -7.038 1.003  0.00
H12 -3.391 -4.882 2.441  0.12
H13 -4.396 -5.025 0.191  0.11
H14 -3.354 -6.450 -1.538  0.11
H15 -1.317 -7.746 -1.012  0.11
H16 -0.308 -7.601 1.236  0.12
O5 5.340 1.396 -3.021  0.07
N5 6.354 2.060 -3.064  -0.35
O6 6.909 2.403 -4.090  0.06
C18 6.955 2.485 -1.791  -0.15
C19 6.371 2.094 -0.600  0.00
C20 6.956 2.487 0.592  -0.06
C21 8.106 3.266 0.580  -0.07
C22 8.671 3.659 -0.626  -0.06
C23 8.096 3.264 -1.821  -0.01
H17 5.474 1.491 -0.587  0.11
H18 6.514 2.186 1.532  0.11
H19 8.561 3.570 1.513  0.11
H20 9.562 4.272 -0.634  0.11
H21 8.532 3.565 -2.762  0.12
O7 -4.781 -9.303 0.140  0.08
N6 -4.213 -9.985 -0.687  -0.35
O8 -3.175 -10.585 -0.497  0.07
C24 -4.822 -10.082 -2.024  -0.15
C25 -5.983 -9.378 -2.284  -0.01
C26 -6.542 -9.455 -3.550  -0.07
C27 -5.939 -10.231 -4.531  -0.07
C28 -4.778 -10.938 -4.248  -0.06
C29 -4.210 -10.864 -2.986  0.00
H22 -6.447 -8.777 -1.517  0.12
H23 -7.447 -8.907 -3.771  0.11
H24 -6.376 -10.286 -5.519  0.11
H25 -4.311 -11.544 -5.012  0.11
H26 -3.306 -11.409 -2.760  0.12
O9 4.757 8.009 -1.176  0.08
N7 5.317 7.203 -1.890  -0.35
O10 6.329 6.600 -1.597  0.07
C30 4.724 6.921 -3.207  -0.15
C31 3.589 7.607 -3.595  -0.01
C32 3.045 7.346 -4.842  -0.07
C33 3.635 6.406 -5.677  -0.07
C34 4.770 5.720 -5.266  -0.06
C35 5.323 5.977 -4.022  0.00
H27 3.133 8.335 -2.941  0.12
H28 2.160 7.877 -5.164  0.11
H29 3.209 6.207 -6.652  0.11
H30 5.227 4.984 -5.914  0.11
H31 6.207 5.447 -3.698  0.11
O11 -7.100 2.777 2.718  0.08
N8 -7.133 3.766 3.422  -0.36
O12 -8.086 4.105 4.093  0.08
C36 -5.932 4.615 3.462  -0.15
C37 -4.842 4.275 2.683  0.01
C38 -3.719 5.087 2.708  -0.07
C39 -3.701 6.220 3.511  -0.06
C40 -4.803 6.542 4.293  -0.07
C41 -5.930 5.736 4.271  -0.01
H32 -4.863 3.392 2.062  0.12
H33 -2.864 4.840 2.105  0.06
H34 -2.825 6.856 3.525  0.11
H35 -4.786 7.424 4.919  0.11
H36 -6.790 5.982 4.875  0.12

Spin multiplicity: 1
Gap between HOMO and LUMO (hartree): 0.3171
HOMO (eV): -9.3
LUMO (eV): -0.70


Entry 7:
One molecule with the formula C6H7P in a non-equilibrium geometry. Source: the OMol25 dataset; level of theory: ωB97M-V with the def2-TZVPD basis set.

Each line ends with the Löwdin charge.
Positions of all 14 atoms, in Å:
C1 2.607 -0.357 -0.070  -0.26
C2 1.531 0.336 -0.816  -0.20
C3 2.687 -1.492 0.689  0.11
C4 0.224 -0.041 -0.908  -0.42
C5 -2.960 0.156 -0.025  -0.05
C6 -2.162 -0.972 0.273  -0.48
P1 -0.476 -1.356 -0.048  0.93
H1 3.655 0.072 -0.278  0.10
H2 2.027 1.034 -1.579  0.12
H3 2.070 -2.213 1.183  -0.02
H4 -0.437 0.532 -1.484  0.03
H5 -4.033 0.060 0.140  0.03
H6 -2.712 1.168 -0.388  0.05
H7 -2.747 -1.852 0.717  0.06

Spin multiplicity: 1
Gap between HOMO and LUMO (spin up / spin down) (hartree): 0.2681 / 0.2668
HOMO (spin up / spin down) (eV): -8.7 / -7.5
LUMO (spin up / spin down) (eV): -1.44 / -0.25
Energy above the lowest of the compared OMol25 structures with the same formula, charge and spin (eV): 5.638


Entry 8:
A 8-piece molecular cluster, C24H69N5O8 overall in a non-equilibrium geometry. Source: the OMol25 dataset; level of theory: ωB97M-V with the def2-TZVPD basis set.

Each line ends with the Löwdin charge.
Positions of all 106 atoms, in Å:
C1 14.038 9.234 20.072  -0.11
O1 14.597 9.428 18.791  -0.21
C2 14.915 10.750 18.457  -0.20
C3 15.669 10.718 17.045  -0.42
C4 16.956 9.925 17.076  -0.08
N1 15.918 12.107 16.693  0.03
H1 13.796 8.149 20.135  0.10
H2 13.085 9.770 20.166  0.08
H3 14.761 9.545 20.850  0.09
H4 14.050 11.418 18.343  0.12
H5 15.577 11.211 19.199  0.12
H6 14.990 10.245 16.331  0.14
H7 17.372 9.842 16.081  0.05
H8 16.706 8.887 17.333  0.08
H9 17.687 10.362 17.798  0.10
H10 15.932 12.272 15.689  0.05
H11 16.850 12.365 17.017  0.07
C5 17.450 15.541 12.930  -0.08
O2 17.933 14.275 13.432  -0.24
C6 19.314 13.941 13.119  -0.17
C7 19.693 12.458 13.427  -0.42
C8 19.295 11.969 14.864  -0.05
N2 21.092 12.239 13.057  0.03
H12 17.974 16.402 13.375  0.09
H13 16.374 15.551 13.164  0.08
H14 17.648 15.579 11.849  0.07
H15 19.498 14.162 12.064  0.11
H16 20.009 14.614 13.699  0.13
H17 19.088 11.815 12.782  0.11
H18 19.528 10.906 14.999  0.07
H19 18.192 12.061 14.882  0.05
H20 19.735 12.607 15.625  0.08
H21 21.407 11.282 12.982  0.07
H22 21.678 12.726 13.735  0.07
C9 19.358 7.469 15.727  -0.14
O3 18.240 7.568 14.900  -0.22
C10 18.219 6.622 13.799  -0.16
C11 16.748 6.549 13.188  -0.44
C12 16.266 7.972 12.821  -0.05
N3 15.946 5.898 14.143  0.03
H23 19.296 8.345 16.376  0.07
H24 20.318 7.503 15.193  0.09
H25 19.387 6.563 16.358  0.09
H26 18.918 6.958 13.011  0.12
H27 18.465 5.617 14.148  0.12
H28 16.904 5.955 12.278  0.13
H29 16.979 8.366 12.089  0.08
H30 16.242 8.608 13.694  0.07
H31 15.315 7.948 12.331  0.05
H32 14.997 5.825 13.799  0.08
H33 15.982 6.406 15.030  0.09
C13 7.868 10.544 14.237  -0.10
O4 9.106 10.487 13.569  -0.19
C14 9.886 11.611 13.668  -0.25
C15 11.216 11.324 12.973  -0.45
C16 11.933 10.009 13.265  -0.05
N4 12.068 12.470 13.221  0.04
H34 7.359 11.483 13.956  0.09
H35 7.999 10.488 15.328  0.09
H36 7.345 9.653 13.871  0.09
H37 9.457 12.499 13.177  0.13
H38 10.121 11.955 14.706  0.13
H39 10.975 11.293 11.911  0.13
H40 11.331 9.156 12.949  0.07
H41 12.207 9.904 14.314  0.08
H42 12.855 9.976 12.667  0.05
H43 12.435 12.393 14.171  0.08
H44 12.896 12.342 12.652  0.04
C17 13.758 15.919 11.531  -0.10
O5 13.978 15.578 10.164  -0.20
C18 15.324 15.286 9.788  -0.19
C19 15.326 14.750 8.287  -0.41
C20 14.617 13.435 8.167  -0.07
N5 16.762 14.538 7.975  0.02
H45 14.278 16.859 11.791  0.09
H46 14.050 15.111 12.219  0.07
H47 12.679 15.966 11.579  0.08
H48 15.935 16.200 9.889  0.12
H49 15.845 14.480 10.344  0.11
H50 14.832 15.476 7.624  0.14
H51 15.225 12.698 8.751  0.08
H52 14.552 13.067 7.133  0.09
H53 13.621 13.455 8.652  0.09
H54 16.767 14.147 7.042  0.07
H55 17.280 15.425 7.889  0.09
C21 12.798 10.234 9.203  -0.08
C22 13.643 9.060 9.503  -0.29
O6 14.997 9.500 9.798  -0.11
H56 13.173 10.697 8.280  0.08
H57 12.800 10.921 10.063  0.07
H58 11.761 9.929 9.110  0.08
H59 13.687 8.398 8.658  0.11
H60 13.285 8.496 10.361  0.11
H61 15.634 8.863 9.491  0.08
C23 17.974 11.092 9.275  -0.19
O7 17.924 11.714 8.032  -0.12
H62 18.569 11.674 10.011  0.08
H63 17.023 10.825 9.757  0.05
H64 18.572 10.168 9.213  0.08
H65 17.814 12.661 8.179  0.03
C24 16.160 11.964 12.446  -0.13
O8 14.925 11.360 12.034  -0.16
H66 15.803 12.802 13.063  0.08
H67 16.721 11.299 13.087  0.06
H68 16.811 12.297 11.617  0.07
H69 15.012 10.601 11.434  0.03

Spin multiplicity: 1
Gap between HOMO and LUMO (hartree): 0.3510
HOMO (eV): -9.0
LUMO (eV): 0.55
Energy above the lowest of the compared OMol25 structures with the same formula, charge and spin (eV): 1.101